No. 1
DFT (ωB97M-V/def2-TZVPD) results for a 2-piece molecular cluster, C4H5N3O2 overall.

Summary:
- E (a.u.) = -469.93289
- F_max (eV Å⁻¹) = 3.87
- HOMO level (alpha / beta) (eV) = -6.70 / -9.13
- gap between HOMO and LUMO (alpha / beta) (eV) = 3.8 / 7.4
- energy above the lowest of the compared OMol25 structures with the same formula, charge and spin (eV) = 8.3491

```
! wB97M-V def2-TZVPD RIJCOSX def2/J DEFGRID3
* xyz 0 1
C 1.51 0.51 0.74
C 1.54 1.86 0.22
C 0.71 -0.24 -0.14
C 0.53 -1.59 0.05
N 0.79 1.94 -0.84
N 0.31 0.74 -1.07
N -3.59 -1.02 0.28
O -3.88 0.10 0.66
O -2.76 -1.38 -0.52
H 1.94 0.00 1.57
H 2.15 2.69 0.70
H 0.96 -2.04 0.94
H 0.04 -2.14 -0.73
H -0.22 0.56 -1.86
*
```

Here are the natural (NBO) charges for atoms 1 to 5, given in e: number 1, C, carries -0.2266; number 2, C, carries -0.0710; number 3, C, carries 0.0122; number 4, C, carries -0.2845; number 5, N, carries -0.1613

No. 2
DFT (ωB97M-V/def2-TZVPD) results for a 12-piece molecular cluster, C43H65Cl2F3O8 overall.

Summary:
- E (a.u.) = -3499.29842
- F_max (eV Å⁻¹) = 4.73
- HOMO level (eV) = -9.11
- structure (SMILES) = Fc1ccccc1.Fc1ccccc1.Fc1ccccc1.CC(C)=O.CC(C)=O.CC(C)=O.CC(C)=O.CC(C)=O.CC(C)=O.CC(C)=O.CC(C)=O.ClCCl
- gap between HOMO and LUMO (eV) = 9.3

```
! wB97M-V def2-TZVPD RIJCOSX def2/J DEFGRID3
* xyz 0 1
F 13.23 -15.64 -20.01
C 12.30 -14.75 -19.60
C 11.45 -14.17 -20.57
C 10.56 -13.20 -20.11
C 10.45 -12.86 -18.80
C 11.24 -13.48 -17.84
C 12.22 -14.43 -18.26
H 11.52 -14.27 -21.64
H 10.04 -12.58 -20.83
H 9.89 -11.98 -18.51
H 11.20 -13.14 -16.81
H 12.86 -14.81 -17.48
F 5.80 -4.46 -16.91
C 5.35 -4.21 -18.16
C 4.98 -2.91 -18.49
C 4.60 -2.53 -19.78
C 4.65 -3.54 -20.78
C 5.05 -4.85 -20.46
C 5.39 -5.22 -19.15
H 4.98 -2.22 -17.65
H 4.31 -1.52 -20.03
H 4.40 -3.34 -21.81
H 5.12 -5.62 -21.22
H 5.70 -6.23 -18.93
F 8.05 -10.08 -19.29
C 7.18 -9.41 -20.16
C 5.81 -9.49 -19.96
C 4.89 -8.91 -20.88
C 5.44 -8.03 -21.85
C 6.84 -7.93 -22.00
C 7.70 -8.58 -21.12
H 5.41 -10.10 -19.16
H 3.82 -8.95 -20.76
H 4.81 -7.49 -22.54
H 7.19 -7.34 -22.84
H 8.76 -8.43 -21.23
C 7.39 -6.61 -26.35
Cl 9.05 -6.79 -26.83
Cl 6.52 -8.15 -26.54
H 7.30 -6.25 -25.32
H 6.96 -5.87 -27.03
C 3.62 -6.40 -24.72
C 3.91 -4.92 -24.45
O 4.96 -4.43 -24.80
C 2.85 -4.15 -23.80
H 4.52 -6.95 -24.99
H 2.90 -6.54 -25.52
H 3.21 -6.81 -23.79
H 2.48 -4.60 -22.88
H 2.01 -4.00 -24.48
H 3.27 -3.17 -23.57
C 10.50 -8.15 -17.69
C 9.92 -7.00 -18.48
O 10.29 -6.78 -19.63
C 8.76 -6.26 -17.87
H 9.67 -8.85 -17.57
H 10.88 -7.79 -16.74
H 11.26 -8.66 -18.28
H 8.83 -6.36 -16.79
H 7.84 -6.78 -18.13
H 8.82 -5.23 -18.22
C 10.45 -7.72 -23.58
C 10.08 -9.20 -23.61
O 10.52 -9.96 -22.73
C 9.39 -9.69 -24.89
H 11.33 -7.50 -24.19
H 10.67 -7.36 -22.57
H 9.69 -7.10 -24.05
H 10.04 -9.55 -25.75
H 8.44 -9.18 -25.02
H 9.22 -10.76 -24.74
C 6.56 -13.19 -20.58
C 5.53 -13.25 -19.46
O 4.34 -13.33 -19.72
C 6.02 -13.07 -18.07
H 7.57 -13.16 -20.16
H 6.37 -12.26 -21.12
H 6.50 -14.09 -21.19
H 6.62 -12.16 -18.01
H 6.51 -13.97 -17.68
H 5.21 -12.91 -17.36
C 2.05 -10.71 -16.33
C 2.16 -9.42 -17.11
O 3.20 -9.11 -17.79
C 1.04 -8.50 -17.13
H 1.73 -10.54 -15.30
H 3.03 -11.15 -16.45
H 1.28 -11.33 -16.79
H 0.56 -8.40 -18.10
H 1.34 -7.49 -16.87
H 0.33 -8.75 -16.35
C 5.48 -10.04 -15.44
C 6.24 -8.69 -15.34
O 7.48 -8.65 -15.34
C 5.42 -7.41 -15.19
H 6.10 -10.90 -15.18
H 5.12 -10.15 -16.46
H 4.65 -9.93 -14.75
H 4.93 -7.52 -14.23
H 4.73 -7.22 -16.01
H 6.13 -6.58 -15.10
C 1.43 -11.31 -19.91
C 1.14 -12.10 -21.15
O 0.10 -12.75 -21.27
C 2.26 -12.30 -22.20
H 0.94 -11.84 -19.09
H 0.95 -10.34 -19.93
H 2.46 -11.23 -19.55
H 1.93 -12.85 -23.09
H 3.06 -12.88 -21.73
H 2.64 -11.35 -22.58
C 6.31 -11.04 -24.38
C 5.06 -11.73 -24.84
O 4.78 -12.89 -24.55
C 4.01 -10.87 -25.55
H 6.16 -10.23 -23.66
H 6.70 -10.48 -25.23
H 7.00 -11.76 -23.93
H 4.16 -9.79 -25.54
H 3.05 -11.09 -25.08
H 3.89 -11.18 -26.59
*
```

Here are the Mulliken charges for atoms 1 to 5, given in e: number 1, F, carries -0.3149; number 2, C, carries 0.4087; number 3, C, carries -0.7085; number 4, C, carries -0.1523; number 5, C, carries -0.3777

No. 3
DFT (ωB97M-V/def2-TZVPD) results for a 3-piece molecular cluster, C33H79F3N11O4P2 overall.

Summary:
- E (a.u.) = -3190.11359
- F_max (eV Å⁻¹) = 5.92
- HOMO level (eV) = -9.66
- gap between HOMO and LUMO (eV) = 7.2

```
! wB97M-V def2-TZVPD RIJCOSX def2/J DEFGRID3
* xyz 1 1
C 2.37 -0.17 0.87
C 1.33 -1.25 0.65
O 0.10 -0.83 1.24
C -0.29 -1.55 2.39
C -1.40 -2.51 1.95
N -1.93 -3.46 2.98
C -0.98 -4.07 3.75
N -0.08 -4.88 3.21
C -0.12 -5.25 1.79
C 1.01 -5.44 4.00
C 2.22 -4.49 4.10
O 2.71 -4.61 5.42
C 3.86 -3.80 5.66
C 3.76 -3.15 7.03
N -0.93 -3.91 5.11
C -1.61 -4.91 5.98
C -2.08 -6.23 5.36
C -1.20 -7.48 5.59
C -0.91 -7.77 7.06
N -2.14 -7.70 7.86
C -1.12 -2.49 5.50
C -0.95 -2.27 7.01
N 0.28 -2.88 7.53
C -2.47 -1.99 4.98
C -3.00 -2.81 3.79
C -4.09 -3.85 4.19
C -5.48 -3.45 3.65
C -6.16 -2.44 4.52
F -5.48 -1.28 4.52
F -6.28 -2.84 5.78
F -7.38 -2.16 4.08
H 2.48 -0.01 1.94
H 1.96 0.75 0.45
H 3.31 -0.40 0.38
H 1.67 -2.23 1.01
H 1.15 -1.37 -0.42
H 0.56 -2.05 2.86
H -0.68 -0.81 3.09
H -2.20 -1.91 1.53
H -1.01 -3.06 1.10
H -1.15 -5.21 1.44
H 0.53 -4.59 1.21
H 0.23 -6.27 1.71
H 1.35 -6.36 3.53
H 0.73 -5.68 5.02
H 3.01 -4.82 3.43
H 1.94 -3.45 3.89
H 4.78 -4.39 5.62
H 3.96 -3.01 4.91
H 4.73 -2.85 7.42
H 3.11 -2.27 6.95
H 3.25 -3.81 7.73
H -2.48 -4.42 6.42
H -0.97 -5.12 6.83
H -3.02 -6.49 5.86
H -2.33 -6.20 4.30
H -1.82 -8.31 5.24
H -0.31 -7.50 4.97
H -0.11 -7.14 7.46
H -0.56 -8.80 7.11
H -2.12 -6.94 8.52
H -2.29 -8.56 8.37
H -0.28 -1.96 5.05
H -1.83 -2.58 7.57
H -0.83 -1.19 7.10
H 0.86 -3.27 6.81
H 0.10 -3.55 8.26
H -3.20 -2.07 5.79
H -2.41 -0.92 4.76
H -3.53 -2.11 3.16
H -3.84 -4.79 3.71
H -4.19 -3.94 5.27
H -6.12 -4.32 3.52
H -5.40 -2.98 2.67
O 0.69 0.65 -2.85
P -0.13 1.48 -3.76
N -0.35 2.94 -2.89
C -1.35 3.95 -3.20
C 0.89 3.58 -2.45
N -1.60 0.59 -3.78
C -2.90 1.21 -3.61
C -1.58 -0.69 -3.08
N -0.35 2.09 -5.35
C -0.72 1.09 -6.37
C 0.88 2.75 -5.85
H -1.14 4.50 -4.12
H -1.37 4.67 -2.38
H -2.35 3.53 -3.26
H 1.40 4.13 -3.25
H 1.59 2.84 -2.05
H 0.68 4.29 -1.65
H -3.05 1.59 -2.59
H -3.68 0.49 -3.82
H -3.04 2.02 -4.33
H -1.64 -0.57 -1.99
H -0.68 -1.25 -3.31
H -2.43 -1.29 -3.41
H 0.00 0.27 -6.43
H -0.76 1.59 -7.34
H -1.70 0.67 -6.19
H 1.74 2.07 -5.84
H 1.14 3.62 -5.24
H 0.74 3.11 -6.86
O 1.94 5.53 -7.86
P 2.42 6.85 -7.38
N 0.94 7.74 -7.57
C 0.84 9.18 -7.60
C -0.21 7.17 -6.87
N 3.55 7.28 -8.58
C 3.50 8.56 -9.28
C 3.90 6.22 -9.52
N 3.08 7.95 -6.20
C 4.55 7.92 -6.06
C 2.55 7.65 -4.84
H 1.03 9.66 -6.63
H -0.17 9.46 -7.91
H 1.50 9.63 -8.33
H -0.21 7.40 -5.79
H -0.24 6.09 -6.98
H -1.14 7.57 -7.28
H 2.63 8.64 -9.94
H 4.40 8.67 -9.88
H 3.50 9.39 -8.58
H 3.13 6.05 -10.28
H 4.09 5.28 -9.01
H 4.83 6.50 -10.04
H 4.94 6.93 -5.84
H 4.83 8.59 -5.25
H 5.05 8.29 -6.95
H 2.76 6.63 -4.52
H 1.47 7.81 -4.80
H 2.99 8.34 -4.12
*
```

Here are the Mulliken charges for atoms 1 to 5, given in e: number 1, C, carries -1.3180; number 2, C, carries 0.1686; number 3, O, carries -0.3720; number 4, C, carries 0.6036; number 5, C, carries -1.1466

No. 4
DFT (ωB97M-V/def2-TZVPD) results for a 3-piece molecular cluster, C4H13NO2 overall.

Summary:
- E (a.u.) = -365.40503
- F_max (eV Å⁻¹) = 1.89
- HOMO level (eV) = -8.33
- structure (SMILES) = C/C=C(/C)N.O.O
- gap between HOMO and LUMO (eV) = 8.9
- energy above the lowest of the compared OMol25 structures with the same formula, charge and spin (eV) = 1.0192

```
! wB97M-V def2-TZVPD RIJCOSX def2/J DEFGRID3
* xyz 0 1
C -1.61 1.73 0.97
N 1.13 0.54 0.68
C 0.00 -0.02 0.06
C -1.19 0.56 0.14
C 0.40 -1.00 -1.00
H -1.05 2.65 0.74
H -2.66 1.93 0.80
H -1.43 1.60 2.04
H 1.03 1.06 1.54
H 2.04 0.43 0.28
H -1.97 0.03 -0.40
H 0.71 -0.49 -1.90
H -0.34 -1.75 -1.28
H 1.23 -1.63 -0.70
H 2.16 -1.94 2.36
H 0.99 -1.03 2.73
O 1.63 -1.65 3.11
H -0.05 0.13 -3.22
H -1.55 -0.11 -3.31
O -0.79 0.14 -3.83
*
```

Here are the natural (NBO) charges for atoms 1 to 5, given in e: number 1, C, carries -0.6518; number 2, N, carries -0.8618; number 3, C, carries 0.1640; number 4, C, carries -0.2716; number 5, C, carries -0.6351

No. 5
DFT (ωB97M-V/def2-TZVPD) results for C44H72AsN8O6PPbSi3 as an isolated structure.

Summary:
- E (a.u.) = -6247.98807
- F_max (eV Å⁻¹) = 2.26
- HOMO level (eV) = -7.05
- gap between HOMO and LUMO (eV) = 5.9

```
! wB97M-V def2-TZVPD RIJCOSX def2/J DEFGRID3
* xyz 0 1
Pb -0.91 -0.01 -0.29
O -3.97 -3.00 1.90
C -3.36 -1.93 1.35
O -2.16 -1.76 1.48
C -4.28 -1.06 0.62
C -5.66 -1.33 0.56
C -6.47 -0.45 -0.11
C -5.91 0.66 -0.73
C -4.52 0.83 -0.66
N -3.74 -0.01 0.00
C -3.79 1.97 -1.31
O -4.49 2.71 -2.19
O -2.64 2.23 -1.08
H -3.30 -3.55 2.34
H -6.04 -2.22 1.04
H -7.53 -0.61 -0.17
H -6.56 1.37 -1.23
H -5.39 2.39 -2.32
O 4.65 1.20 -0.85
C 4.68 0.43 0.25
C 5.85 0.44 1.02
C 5.95 -0.34 2.16
C 4.90 -1.15 2.54
C 3.74 -1.17 1.79
C 3.60 -0.37 0.66
C 2.30 -0.38 -0.05
O 1.38 -1.15 0.31
N 2.23 0.45 -1.11
N 1.05 0.51 -1.70
C 0.96 1.03 -2.88
C -0.30 1.03 -3.57
C -0.39 1.61 -4.84
C -1.59 1.58 -5.52
C -2.68 0.98 -4.91
C -2.50 0.41 -3.66
N -1.35 0.43 -3.00
H 3.75 1.08 -1.26
H 6.65 1.09 0.71
H 6.86 -0.30 2.75
H 4.98 -1.77 3.42
H 2.91 -1.79 2.07
H 1.83 1.43 -3.40
H 0.48 2.08 -5.27
H -1.68 2.01 -6.51
H -3.64 0.94 -5.40
H -3.32 -0.10 -3.16
C -0.99 -4.76 0.80
Si 0.44 -4.76 -0.47
C 0.55 -6.57 -1.14
C 2.09 -4.43 0.42
As -0.04 -2.88 -1.85
Si 1.68 -3.06 -3.46
C 3.26 -2.26 -2.75
C 2.15 -4.83 -4.04
C 1.21 -2.10 -5.06
Si -1.91 -3.76 -3.02
C -3.43 -3.20 -1.98
C -2.13 -5.64 -3.34
C -2.21 -2.99 -4.75
H -0.85 -5.46 1.62
H -1.93 -5.01 0.31
H -1.07 -3.76 1.22
H 0.83 -7.25 -0.33
H 1.30 -6.67 -1.92
H -0.39 -6.92 -1.54
H 2.23 -5.07 1.29
H 2.11 -3.40 0.75
H 2.94 -4.58 -0.24
H 3.38 -2.54 -1.71
H 3.20 -1.18 -2.79
H 4.16 -2.55 -3.29
H 2.73 -5.35 -3.28
H 2.75 -4.81 -4.95
H 1.26 -5.42 -4.24
H 0.65 -1.20 -4.81
H 0.59 -2.70 -5.72
H 2.08 -1.80 -5.62
H -3.37 -3.61 -0.97
H -4.38 -3.51 -2.40
H -3.43 -2.12 -1.89
H -2.33 -6.19 -2.42
H -1.25 -6.07 -3.80
H -2.97 -5.82 -4.01
H -1.96 -1.93 -4.75
H -3.24 -3.09 -5.05
H -1.60 -3.48 -5.50
N -0.33 1.46 1.16
P 0.30 2.44 2.16
N -0.64 3.79 2.47
C -2.07 3.75 2.24
C -2.55 5.05 1.59
C -2.02 6.29 2.35
C -1.25 5.88 3.60
C -0.12 4.92 3.23
N 1.77 3.18 1.75
C 3.03 3.07 2.44
C 3.84 4.36 2.26
C 4.03 4.64 0.78
C 2.66 4.75 0.11
C 1.89 3.45 0.33
N 0.66 1.83 3.73
C 1.45 0.61 3.68
C 0.58 -0.64 3.77
C -0.15 -0.69 5.12
C -0.31 0.73 5.69
C -0.54 1.72 4.55
H -2.63 3.57 3.17
H -2.24 2.90 1.57
H -3.64 5.05 1.58
H -2.21 5.07 0.56
H -2.84 6.95 2.63
H -1.35 6.86 1.70
H -1.93 5.40 4.31
H -0.83 6.76 4.09
H 0.39 4.57 4.13
H 0.61 5.45 2.61
H 3.63 2.23 2.04
H 2.83 2.89 3.49
H 4.80 4.25 2.76
H 3.30 5.19 2.73
H 4.59 3.82 0.32
H 4.61 5.56 0.63
H 2.77 4.93 -0.96
H 2.11 5.59 0.54
H 2.41 2.63 -0.18
H 0.88 3.52 -0.07
H 2.18 0.62 4.50
H 1.99 0.60 2.74
H 1.20 -1.53 3.65
H -0.13 -0.61 2.95
H 0.42 -1.29 5.84
H -1.13 -1.15 5.00
H 0.58 1.03 6.23
H -1.16 0.76 6.38
H -0.77 2.71 4.97
H -1.40 1.39 3.95
*
```

Here are the Mulliken charges for atoms 1 to 5, given in e: number 1, Pb, carries 1.2708; number 2, O, carries -0.6058; number 3, C, carries -0.4530; number 4, O, carries -0.1163; number 5, C, carries 0.4764

No. 6
DFT (ωB97M-V/def2-TZVPD) results for a 2-piece molecular cluster, C3H11NOS2 overall.

Summary:
- E (a.u.) = -1046.93339
- F_max (eV Å⁻¹) = 1.43
- HOMO level (alpha / beta) (eV) = -12.64 / -12.62
- ⟨S²⟩ = 0.75
- gap between HOMO and LUMO (alpha / beta) (eV) = 7.9 / 4.0
- energy above the lowest of the compared OMol25 structures with the same formula, charge and spin (eV) = 0.8398

```
! wB97M-V def2-TZVPD RIJCOSX def2/J DEFGRID3
* xyz 1 2
S 3.13 1.50 1.66
S 1.61 1.90 0.35
C 0.59 0.43 0.73
C -0.75 0.36 0.00
C -0.45 0.39 -1.50
N -1.63 0.19 -2.35
H 2.83 2.47 2.56
H 0.52 0.50 1.82
H 1.19 -0.50 0.57
H -1.45 1.19 0.17
H -1.32 -0.51 0.34
H 0.23 -0.43 -1.75
H 0.00 1.37 -1.72
H -2.10 1.07 -2.49
H -2.27 -0.47 -1.92
H 0.61 -3.40 1.50
H -0.78 -2.97 1.25
O 0.05 -3.09 0.78
*
```

Here are the natural (NBO) charges for atoms 1 to 5, given in e: number 1, S, carries 0.0710; number 2, S, carries 0.6205; number 3, C, carries -0.5620; number 4, C, carries -0.4510; number 5, C, carries -0.2183